1.
{"formula": "C20H30NOsP", "method": "ωB97M-V/def2-TZVPD", "symbols": ["C", "C", "C", "C", "C", "C", "C", "C", "N", "Os", "C", "P", "H", "H", "H", "H", "H", "H", "H", "H", "C", "C", "H", "C", "C", "H", "H", "H", "H", "H", "H", "H", "H", "H", "H", "H", "H", "H", "H", "C", "C", "C", "C", "C", "C", "C", "H", "H", "H", "H", "H", "H", "H"], "positions_angstrom": [[-0.7969, 2.3478, -3.9562], [-1.3797, 2.7094, -2.7341], [-1.0122, 2.0556, -1.5409], [-0.0460, 1.0213, -1.5497], [0.5038, 0.6442, -2.8057], [0.1389, 1.3043, -3.9933], [-1.6513, 2.4430, -0.2242], [-2.4784, 1.3584, 0.5050], [-2.0093, -0.0690, 0.3923], [0.2680, -0.2523, 0.1479], [1.4179, -0.5681, -2.8235], [0.6277, -1.7756, -1.6448], [-2.1307, 3.5093, -2.7044], [0.5765, 0.9953, -4.9507], [-1.0833, 2.8646, -4.8787], [2.4127, -0.3310, -2.3996], [1.5618, -0.9941, -3.8326], [-0.8510, 2.7673, 0.4576], [-2.3224, 3.3092, -0.3650], [-2.4956, 1.6069, 1.5779], [1.8778, -3.0958, -1.3486], [-0.6077, -2.6222, -2.7338], [-3.5292, 1.3781, 0.1542], [-2.6741, -0.6962, -0.7756], [-2.4115, -0.8023, 1.6189], [1.8311, -0.2304, 0.0705], [-3.7739, -0.7092, -0.6308], [-2.4305, -0.1227, -1.6815], [-2.3103, -1.7277, -0.8797], [-3.5067, -0.8966, 1.6392], [-1.9463, -1.8095, 1.6432], [-2.0940, -0.2240, 2.4987], [-0.0983, -3.0973, -3.5908], [-1.1573, -3.3926, -2.1678], [-1.3213, -1.8722, -3.1110], [2.1364, -3.6275, -2.2809], [2.7801, -2.6308, -0.9196], [1.4780, -3.8140, -0.6133], [0.4484, -1.3369, 1.3757], [0.4079, 1.1507, 1.8045], [1.3991, 0.6650, 2.8339], [0.9848, 0.3561, 4.1419], [1.9142, -0.0786, 5.0927], [3.2635, -0.2037, 4.7494], [3.6859, 0.1073, 3.4558], [2.7608, 0.5405, 2.5021], [-0.5498, 1.3219, 2.3049], [0.8253, 2.1155, 1.4536], [-0.0553, 0.4496, 4.4275], [1.5904, -0.3161, 6.0973], [3.9822, -0.5367, 5.4867], [4.7322, 0.0186, 3.1918], [3.1173, 0.7931, 1.5133]], "mulliken_charge": [-0.70, -0.82, 0.77, -0.32, 0.99, -0.82, -0.96, -0.76, -0.58, 1.66, -1.29, 0.45, 0.45, 0.45, 0.41, 0.41, 0.52, 0.12, 0.54, 0.47, -1.12, -1.41, 0.56, -1.22, -0.99, -0.03, 0.48, 0.37, 0.40, 0.41, 0.32, 0.38, 0.46, 0.44, 0.35, 0.43, 0.36, 0.39, 0.03, -1.09, 0.41, -0.28, -0.74, -0.35, -0.82, -0.13, 0.48, 0.67, 0.39, 0.44, 0.44, 0.43, 0.54], "charge": 2, "molar_mass_da": 505.7, "s_squared": 6.0525, "e_lumo_ev": [-5.7, -9.6], "max_force_ha_per_bohr": 0.0859, "spin_multiplicity": 5, "de_lowest_kcal_mol": 0.0}

=====

2.
{"formula": "C20H31Br2ClFGeN3O5SeZn", "method": "ωB97M-V/def2-TZVPD", "symbols": ["Zn", "Br", "C", "C", "C", "Br", "C", "C", "C", "C", "N", "C", "C", "O", "H", "H", "H", "H", "C", "Ge", "C", "C", "C", "Se", "C", "H", "H", "H", "H", "H", "H", "H", "H", "H", "H", "H", "H", "H", "H", "C", "C", "N", "C", "C", "N", "C", "C", "H", "H", "H", "H", "H", "H", "H", "H", "H", "H", "H", "H", "H", "O", "Cl", "O", "O", "O", "F"], "positions_angstrom": [[-0.1689, -0.0369, -0.3102], [-0.0449, 4.5757, -2.4394], [-0.6995, 4.0663, -0.7350], [-1.1398, 5.0563, 0.1577], [-1.5727, 4.7234, 1.4076], [-2.1580, 6.0959, 2.5795], [-1.5716, 3.3715, 1.8354], [-1.9285, 2.9170, 3.1238], [-1.8336, 1.5881, 3.4281], [-1.3973, 0.6874, 2.4439], [-1.0875, 1.0794, 1.2328], [-1.1481, 2.3949, 0.9156], [-0.6982, 2.7175, -0.4186], [-0.3048, 1.7763, -1.2023], [-1.1284, 6.0914, -0.1544], [-2.2579, 3.6319, 3.8655], [-2.0757, 1.2224, 4.4158], [-1.2881, -0.3687, 2.6534], [-2.9444, -5.8488, 1.8217], [-3.8291, -4.2640, 2.5457], [-5.4580, -3.9067, 1.5302], [-4.2619, -4.5427, 4.4356], [-2.6569, -2.6947, 2.3946], [-2.0115, -2.3899, 0.5691], [-0.4252, -3.5027, 0.6892], [-3.6073, -6.7116, 1.8977], [-2.0273, -6.0731, 2.3675], [-2.7013, -5.6980, 0.7697], [-6.1006, -4.7879, 1.5246], [-5.2116, -3.6514, 0.4994], [-6.0160, -3.0790, 1.9695], [-4.9520, -5.3785, 4.5563], [-4.7291, -3.6516, 4.8565], [-3.3595, -4.7589, 5.0086], [-1.7869, -2.7678, 3.0498], [-3.2170, -1.8043, 2.6866], [-0.6991, -4.5382, 0.8727], [0.2232, -3.1240, 1.4753], [0.0703, -3.3961, -0.2717], [3.9095, 1.6990, -2.4582], [2.8039, 1.4984, -1.3948], [2.0205, 0.3113, -1.7143], [2.8393, -0.8908, -1.6320], [4.0491, -0.7661, -2.5894], [3.8736, 0.5050, -3.3730], [2.5662, 0.4690, -4.1124], [1.4416, 0.4353, -3.0533], [4.9088, 1.7443, -2.0275], [3.7472, 2.5776, -3.0817], [2.1314, 2.3538, -1.3715], [3.2421, 1.3789, -0.4070], [2.2058, -1.7376, -1.8917], [3.1867, -1.0162, -0.6098], [4.1126, -1.5779, -3.3127], [4.9975, -0.6849, -2.0595], [4.6327, 0.5846, -4.0435], [2.5861, -0.4166, -4.7466], [2.5296, 1.3569, -4.7424], [0.7739, -0.4105, -3.2044], [0.8531, 1.3492, -3.0758], [1.8289, 1.4133, 1.6112], [2.1181, 0.0340, 1.8973], [1.8208, -0.2907, 3.2533], [3.4878, -0.2659, 1.5733], [1.2657, -0.8077, 1.0203], [-0.2400, -1.4316, -1.5643]], "mulliken_charge": [1.20, -0.22, 0.04, -0.43, -0.10, -0.25, 0.94, -0.71, -1.31, -0.33, -0.22, 0.97, -0.27, -0.97, 0.42, 0.33, 0.44, 0.92, -1.27, 0.63, -1.19, -1.19, -1.19, -0.08, -0.78, 0.39, 0.37, 0.39, 0.38, 0.38, 0.35, 0.36, 0.35, 0.36, 0.53, 0.45, 0.44, 0.17, 0.17, -0.90, -0.31, 0.99, -0.61, -0.85, -0.02, -0.67, -0.87, 0.34, 0.31, 0.00, 0.58, 0.38, 0.36, 0.32, 0.34, 0.27, 0.28, 0.34, 0.57, 0.35, -0.67, 1.74, -0.71, -0.72, -0.59, -0.74], "molar_mass_da": 824.7, "e_lumo_ev": -0.6, "max_force_ha_per_bohr": 0.0036, "spin_multiplicity": 1, "de_lowest_kcal_mol": 0.0}

=====

3.
{"formula": "C20H31Cl14N3OS", "method": "ωB97M-V/def2-TZVPD", "symbols": ["C", "C", "O", "N", "C", "C", "C", "C", "C", "C", "C", "C", "C", "C", "N", "S", "N", "C", "H", "H", "H", "H", "H", "H", "H", "H", "H", "H", "H", "H", "H", "H", "H", "H", "H", "Cl", "C", "Cl", "H", "H", "Cl", "C", "Cl", "H", "H", "Cl", "C", "Cl", "H", "H", "Cl", "C", "Cl", "H", "H", "Cl", "C", "Cl", "H", "H", "Cl", "C", "Cl", "H", "H", "Cl", "C", "Cl", "H", "H"], "positions_angstrom": [[-2.3705, 4.2867, -0.9332], [-2.0868, 2.8422, -1.4446], [-0.9983, 2.3451, -1.1817], [-3.0164, 2.0421, -2.2367], [-3.0887, 2.4467, -3.6693], [-4.3665, 1.9479, -1.6098], [-4.5066, 0.5067, -0.9820], [-4.9532, 0.4623, 0.5197], [-4.2544, 1.4799, 1.4715], [-2.7770, 1.1937, 1.8514], [-2.1261, 2.1767, 2.6707], [-0.7040, 2.0646, 3.1334], [0.0991, 0.9669, 2.7422], [-0.4957, -0.0933, 1.9044], [0.0542, -1.2215, 1.4117], [-1.0911, -2.0715, 0.5419], [-2.3746, -1.0300, 0.7527], [-1.9541, 0.0258, 1.4795], [-1.3884, 4.7649, -0.7117], [-2.8938, 4.9102, -1.6929], [-2.9194, 4.1939, 0.0360], [-3.8192, 3.2694, -3.8659], [-2.0523, 2.8095, -3.9512], [-3.2648, 1.5480, -4.3166], [-5.0995, 2.0271, -2.4586], [-4.6103, 2.7893, -0.9185], [-3.5706, -0.0509, -1.2081], [-5.3140, -0.0169, -1.5667], [-6.0540, 0.6996, 0.5396], [-4.8802, -0.5869, 0.9031], [-4.2978, 2.5452, 1.1212], [-4.8388, 1.4782, 2.4342], [-2.7121, 3.0633, 3.0095], [-0.3135, 2.8743, 3.7835], [1.1643, 0.8513, 3.0291], [0.6172, -3.3348, 5.5496], [0.8324, -3.4965, 3.8004], [0.3117, -5.0853, 3.2305], [0.2435, -2.7335, 3.3017], [1.8848, -3.3656, 3.5619], [-1.6756, -7.1663, 1.5947], [-1.0732, -8.5801, 2.4660], [-0.8644, -9.9651, 1.3859], [-0.1130, -8.3345, 2.9126], [-1.7852, -8.8440, 3.2424], [1.0489, 3.9674, -4.6123], [1.6479, 2.5591, -3.7345], [1.9309, 1.1930, -4.8250], [2.5839, 2.8203, -3.2466], [0.9110, 2.2685, -2.9885], [2.9800, 4.4655, -1.6567], [4.7141, 4.8090, -1.5512], [5.0776, 5.8814, -0.1931], [5.2498, 3.8736, -1.4151], [5.0305, 5.2838, -2.4665], [1.5432, -5.7210, -1.3023], [2.1310, -4.0798, -1.0027], [1.4344, -3.4029, 0.4741], [3.2121, -4.1066, -0.9001], [1.8543, -3.4482, -1.8422], [2.5853, -7.5668, 4.7941], [3.6287, -7.5015, 3.3685], [3.5903, -5.9051, 2.6103], [4.6484, -7.7231, 3.6692], [3.2864, -8.2395, 2.6486], [7.3194, 3.3963, -4.0432], [8.2281, 4.8256, -3.5352], [7.1807, 5.9981, -2.7269], [9.0096, 4.5198, -2.8459], [8.6690, 5.2924, -4.4111]], "mulliken_charge": [-1.08, 0.33, -0.54, 0.32, -0.88, -0.87, -0.51, -1.00, -0.86, 0.43, -0.54, -0.71, -0.77, 0.30, -0.43, 0.24, -0.48, 0.88, 0.34, 0.35, 0.23, 0.37, 0.20, 0.31, 0.46, 0.50, 0.26, 0.34, 0.41, 0.36, 0.29, 0.51, 0.36, 0.35, 0.45, -0.19, 0.11, 0.01, -0.15, 0.27, -0.14, 0.06, -0.17, -0.06, 0.29, -0.16, 0.35, -0.20, 0.10, -0.11, -0.13, -0.29, -0.17, 0.32, 0.27, -0.15, -0.48, 0.06, 0.29, 0.33, -0.15, -0.33, -0.10, 0.33, 0.24, -0.15, -0.25, -0.14, 0.27, 0.29], "molar_mass_da": 857.9, "e_lumo_ev": -0.6, "max_force_ha_per_bohr": 0.0586, "spin_multiplicity": 1, "smiles": "CC(=O)N(C)CCCCc1cccc2nsnc12.ClCCl.ClCCl.ClCCl.ClCCl.ClCCl.ClCCl.ClCCl"}